1.
17
Properties=species:S:1:pos:R:3 method="wB97M-V/def2-TZVPD" smiles="C/C(=N/S)N(C)C" e_above_lowest_ev=0.941 multiplicity=1 energy_ev=-18124.644 gap_ha=0.3362
C -1.43 -1.60 -0.56
C -0.49 -0.44 -0.35
N -0.06 0.16 -1.39
S 0.94 1.53 -1.31
N -0.11 -0.09 0.97
C 1.24 -0.52 1.32
C -1.06 -0.39 2.02
H -1.52 -1.83 -1.63
H -2.44 -1.41 -0.16
H -1.07 -2.54 -0.03
H 0.82 1.82 0.00
H 1.56 0.00 2.23
H 1.29 -1.61 1.53
H 1.95 -0.28 0.49
H -2.03 -0.01 1.77
H -1.14 -1.46 2.20
H -0.72 0.11 2.94


2.
22
Properties=species:S:1:pos:R:3 method="wB97M-V/def2-TZVPD" smiles="CP(=O)(n1ccnc1)n1ccnc1" e_above_lowest_ev=0.000 multiplicity=1 energy_ev=-24701.552 gap_ha=0.3666
C -0.52 -1.40 1.01
P -0.54 -1.04 -0.70
O -1.01 -2.06 -1.65
N 1.00 -0.52 -1.12
C 1.94 0.08 -0.36
C 2.94 0.46 -1.24
N 2.76 -0.05 -2.44
C 1.60 -0.62 -2.35
N -1.42 0.41 -0.80
C -0.98 1.54 -0.28
C -1.93 2.05 0.56
N -2.92 1.06 0.70
C -2.66 0.19 -0.20
H -1.43 -0.98 1.39
H -0.66 -2.49 1.08
H 0.26 -1.16 1.68
H 1.74 0.55 0.56
H 3.87 0.94 -0.96
H 0.98 -0.93 -3.26
H -0.14 1.88 -0.64
H -1.92 2.91 1.16
H -3.33 -0.53 -0.49


3.
15
Properties=species:S:1:pos:R:3 method="wB97M-V/def2-TZVPD" smiles=CNCCSS e_above_lowest_ev=0.584 multiplicity=1 energy_ev=-26417.093 gap_ha=0.3203
C -2.58 0.51 -0.90
N -1.25 0.33 -1.44
C -0.30 1.25 -0.85
C 1.12 0.74 -0.76
S 1.27 -0.92 -0.01
S 0.48 -0.45 1.86
H -2.84 1.56 -1.07
H -3.30 -0.12 -1.42
H -2.62 0.28 0.17
H -0.90 -0.62 -1.33
H -0.62 1.56 0.15
H -0.27 2.17 -1.45
H 1.61 0.62 -1.73
H 1.75 1.42 -0.20
H 0.27 -1.73 2.19


4.
19
Properties=species:S:1:pos:R:3 method="wB97M-V/def2-TZVPD" smiles="C=CC(=C)C.O.O" e_above_lowest_ev=2.165 multiplicity=1 energy_ev=-9472.970 gap_ha=0.3467
C 2.12 -0.54 -1.02
C 1.56 -0.64 0.18
C 0.71 0.39 0.79
C 0.36 1.50 0.12
C 0.56 0.46 2.29
H 2.17 0.44 -1.46
H 2.46 -1.40 -1.59
H 1.70 -1.49 0.84
H 0.05 2.44 0.55
H 0.33 1.47 -0.96
H 0.33 -0.52 2.71
H -0.22 1.16 2.56
H 1.50 0.74 2.77
O -1.71 -1.18 -0.01
H -1.47 -0.33 0.38
H -2.50 -1.49 0.44
O -2.47 -0.04 -3.07
H -3.27 -0.53 -3.30
H -2.20 -0.45 -2.23


5.
76
Properties=species:S:1:pos:R:3 method="wB97M-V/def2-TZVPD" total_charge=+3 multiplicity=1 energy_ev=-55108.331 gap_ha=0.1945
Nb 7.85 8.01 9.09
C 13.92 6.19 7.75
C 13.27 7.38 7.06
C 13.96 8.73 7.38
C 13.48 9.96 6.64
C 14.33 10.17 5.34
C 13.65 11.15 7.53
N 12.11 9.76 6.19
C 11.13 10.84 6.44
C 9.93 10.57 5.46
N 8.68 10.18 6.12
C 8.20 11.28 7.04
C 7.63 10.98 8.41
O 7.48 11.76 9.31
O 7.16 9.67 8.58
C 7.80 9.69 4.99
C 6.38 10.15 4.93
C 7.89 8.17 4.75
C 7.44 7.21 5.89
C 6.01 7.61 6.38
C 7.30 5.83 5.37
N 8.50 7.24 7.02
C 9.62 6.17 7.08
C 11.02 6.67 6.54
N 11.79 7.54 7.40
C 11.64 7.67 8.97
C 10.23 7.90 9.52
O 9.67 6.85 9.97
O 9.72 9.04 9.42
H 14.83 5.86 7.17
H 13.25 5.36 7.65
H 14.23 6.28 8.78
H 13.33 7.20 5.95
H 15.02 8.57 7.27
H 13.91 8.85 8.47
H 15.38 10.45 5.66
H 13.91 11.09 4.84
H 14.28 9.34 4.63
H 14.62 10.98 8.01
H 12.91 11.35 8.34
H 13.78 12.02 6.81
H 12.06 9.32 5.25
H 11.73 8.68 6.84
H 11.55 11.80 6.09
H 10.85 10.75 7.43
H 10.26 9.84 4.74
H 9.78 11.49 4.86
H 7.62 12.02 6.49
H 9.03 11.82 7.44
H 8.34 10.08 4.12
H 6.41 11.07 4.23
H 5.99 10.46 5.93
H 5.66 9.45 4.43
H 8.94 7.92 4.52
H 7.27 7.92 3.83
H 5.50 6.75 6.78
H 5.40 7.98 5.56
H 5.90 8.35 7.16
H 6.43 5.79 4.68
H 7.07 5.07 6.17
H 8.15 5.45 4.76
H 9.00 8.13 6.85
H 9.33 5.26 6.49
H 9.68 6.01 8.18
H 10.81 7.16 5.54
H 11.61 5.83 6.30
H 12.20 8.53 9.19
H 12.15 6.81 9.48
C 6.13 5.12 11.49
S 6.03 6.72 10.80
O 4.81 7.38 11.10
O 6.33 6.52 9.30
O 7.24 7.53 11.20
H 5.62 4.50 10.72
H 5.67 5.01 12.42
H 7.23 4.84 11.62


6.
108
Properties=species:S:1:pos:R:3 method="wB97M-V/def2-TZVPD" multiplicity=1 energy_ev=-181881.110 gap_ha=0.4167
Zn 0.07 0.01 -0.27
P -2.06 -2.61 -2.09
F -1.93 -1.57 -3.34
F -1.55 -1.35 -0.97
F -3.64 -2.21 -2.09
F -2.30 -3.54 -0.85
F -2.39 -3.88 -3.12
F -0.47 -3.01 -2.12
P 2.68 2.79 0.87
F 2.88 2.44 2.41
F 4.04 1.92 0.53
F 1.83 1.42 0.65
F 2.55 3.14 -0.71
F 1.28 3.48 1.19
F 3.47 4.17 1.00
C 4.53 -3.49 -2.55
C 3.07 -3.65 -2.26
O 2.44 -2.55 -1.56
C 2.06 -1.42 -2.14
O 1.51 -0.47 -1.62
O 2.40 -1.34 -3.43
C 1.94 -0.12 -4.12
H 4.99 -3.03 -1.68
H 4.76 -2.91 -3.45
H 5.13 -4.39 -2.69
H 2.96 -4.55 -1.67
H 2.55 -3.87 -3.20
H 2.79 0.09 -4.70
H 1.73 0.56 -3.32
H 1.04 -0.35 -4.65
C 4.99 -0.99 1.67
C 3.69 -1.47 0.95
O 2.88 -2.24 1.87
P 1.33 -2.07 2.06
O 0.72 -1.16 1.10
O 0.76 -3.52 2.07
C 0.54 -4.24 0.75
C -0.11 -5.51 1.16
O 1.08 -1.54 3.55
C 1.91 -1.92 4.70
C 0.91 -2.56 5.74
H 5.46 -1.86 2.08
H 5.72 -0.73 0.87
H 4.85 -0.27 2.46
H 3.15 -0.66 0.43
H 4.09 -2.07 0.13
H -0.01 -3.64 0.01
H 1.56 -4.42 0.34
H -0.17 -6.18 0.35
H 0.50 -5.91 1.99
H -1.09 -5.33 1.55
H 2.68 -2.66 4.45
H 2.43 -1.03 5.02
H 1.40 -3.12 6.58
H 0.25 -1.76 6.11
H 0.25 -3.28 5.06
C 0.54 5.72 -1.13
C 0.34 4.51 -2.01
O -0.97 3.96 -1.80
P -1.11 2.47 -2.23
O -0.22 1.42 -1.69
O -2.68 2.31 -1.94
C -3.18 0.93 -2.04
C -4.72 0.85 -2.15
O -0.89 2.48 -3.76
C -1.67 3.31 -4.60
C -1.00 3.47 -5.98
H 1.44 6.23 -1.50
H -0.35 6.36 -1.32
H 0.78 5.44 -0.15
H 0.49 4.67 -3.09
H 1.13 3.81 -1.73
H -2.72 0.59 -2.96
H -2.86 0.28 -1.21
H -5.01 -0.19 -1.99
H -5.19 1.52 -1.46
H -5.03 1.18 -3.11
H -2.64 2.83 -4.74
H -1.79 4.30 -4.20
H -0.18 4.12 -5.96
H -0.70 2.45 -6.26
H -1.74 3.86 -6.68
C 0.64 1.56 4.67
C -0.24 1.87 3.50
O -1.39 0.94 3.50
P -2.23 0.75 2.14
O -1.41 0.68 0.85
O -3.24 -0.42 2.36
C -2.81 -1.74 1.96
C -2.52 -2.63 3.20
O -3.20 2.05 2.13
C -4.10 2.26 1.05
C -4.56 3.68 1.03
H 1.64 1.98 4.49
H 0.23 1.98 5.58
H 0.64 0.46 4.72
H -0.58 2.97 3.48
H 0.32 1.68 2.57
H -3.61 -2.07 1.33
H -1.91 -1.74 1.30
H -3.43 -2.79 3.75
H -2.12 -3.55 2.89
H -1.81 -2.23 3.92
H -3.54 2.18 0.07
H -4.87 1.57 1.13
H -4.92 3.97 2.00
H -3.76 4.36 0.68
H -5.42 3.78 0.30